Below is a molecular structure, C51H54ClN8OSTa in a non-equilibrium geometry, with properties calculated with the ωB97M-V functional and the def2-TZVPD basis.

Each line ends with the Löwdin charge.
Geometry (Å):
Ta 0.03565 0.12470 0.49585  1.57
C 3.93191 -3.81227 -2.85304  -0.12
C 2.71866 -3.14291 -3.48897  -0.21
C 2.40047 -1.81819 -2.88797  -0.18
C 2.10115 -0.63250 -3.47401  -0.13
C 2.15245 -0.17114 -4.95829  -0.17
C 0.78092 -0.08904 -5.72692  -0.10
C 1.64172 0.25834 -2.45258  -0.31
N 1.52841 -0.47765 -1.27505  -0.08
C 2.05386 -1.67676 -1.51819  -0.25
C 1.93623 -2.82749 -0.60341  0.00
C 1.28552 -2.75307 0.56859  -0.24
C 0.26249 -3.85412 0.99915  -0.08
C 0.37368 -5.23482 0.41392  -0.22
C 1.60668 -5.95374 0.81175  -0.13
C -0.75813 -3.28559 1.73336  -0.10
C -0.32025 -1.94485 2.11069  -0.56
C 0.01288 -1.85886 3.60285  -0.21
C 0.79787 0.58549 3.54527  -0.34
N 0.70797 1.25616 2.35643  -0.02
C 0.81227 2.59559 2.63282  -0.25
C 0.77784 3.51690 1.65003  -0.03
C 0.67806 3.27784 0.31087  -0.30
N 0.71135 2.12001 -0.34431  -0.04
C 0.68089 2.38945 -1.77068  -0.24
C 1.12930 1.51791 -2.66580  -0.06
C 0.61386 3.84348 -1.99282  -0.12
C 0.68331 4.32695 -0.70567  -0.09
C 0.71364 5.89839 -0.39214  -0.18
C 2.16433 6.47360 -0.28489  -0.10
C 0.77778 4.55170 -3.28859  -0.19
C 2.20221 4.36809 -3.70540  -0.10
C 1.08578 2.80425 4.07105  -0.11
C 1.18582 1.52918 4.64801  -0.09
C 1.40135 1.06068 6.03517  -0.19
C 2.49474 -0.01959 6.21178  -0.08
C 1.19606 4.12317 4.82406  -0.19
C -0.25811 4.67507 4.99117  -0.10
N 0.83089 -1.64751 1.21332  -0.04
C -2.05232 -3.88919 2.21960  -0.15
C -1.98179 -4.45471 3.67906  -0.08
H 4.00373 -4.86129 -3.18748  0.07
H 4.01965 -3.73714 -1.78609  0.05
H 4.83209 -3.25318 -3.25358  0.09
H 1.85677 -3.89836 -3.34631  0.13
H 2.94919 -2.96561 -4.54071  0.09
H 2.70500 -0.90498 -5.53779  0.08
H 2.77258 0.75317 -5.03941  0.10
H 0.91635 0.32583 -6.75910  0.07
H 0.01558 0.59945 -5.32468  0.05
H 0.24598 -1.07068 -5.69166  0.08
H 1.97579 -3.88650 -1.00461  0.10
H 0.45039 -5.11314 -0.73575  0.12
H -0.54132 -5.94800 0.54842  0.13
H 2.44615 -5.27222 0.81784  0.06
H 1.79606 -6.77233 0.13879  0.06
H 1.58272 -6.30859 1.80641  0.06
H -0.85232 -1.83550 4.25506  0.14
H 0.82621 4.60121 1.97679  0.12
H 1.25592 1.83261 -3.68057  0.10
H 0.15117 6.11551 0.50837  0.08
H 0.13092 6.40571 -1.14749  0.08
H 2.78173 5.94810 0.45046  0.07
H 2.18100 7.56595 -0.10635  0.07
H 2.65825 6.16267 -1.19237  0.04
H 0.61414 5.65152 -3.05834  0.12
H 0.05429 4.39008 -4.06638  0.08
H 2.89174 4.70392 -2.95748  0.06
H 2.39913 5.03111 -4.61563  0.09
H 2.53105 3.40339 -4.01604  0.05
H 0.43177 0.67104 6.34933  0.12
H 1.55804 2.00932 6.61658  0.10
H 3.43463 0.15193 5.67299  0.08
H 1.98490 -0.91181 5.96395  0.03
H 2.88138 -0.09488 7.24136  0.06
H 1.80775 4.80286 4.25476  0.09
H 1.64211 3.90625 5.79815  0.09
H -0.78654 4.50238 4.01430  0.08
H -0.16517 5.76190 5.13499  0.06
H -0.88816 4.12642 5.73072  0.08
H -2.45668 -4.72875 1.60484  0.11
H -2.80626 -3.07434 2.16784  0.10
H -1.01326 -4.96650 3.85185  0.08
H -2.83110 -5.08931 3.83936  0.05
H -1.99618 -3.63612 4.35140  0.04
S -1.05060 -0.71803 -1.62060  0.72
Cl -2.07496 1.33925 0.63020  0.12
O -1.16832 -0.90260 1.77399  -0.36
N 0.57377 -0.57734 3.98467  0.17
C 0.93692 -3.00171 4.06463  -0.25
C 2.18382 -3.31916 3.50671  -0.29
N 3.20416 -3.72210 3.15530  0.10
C 0.63899 -3.57161 5.31380  -0.34
N 0.29872 -4.18439 6.23424  0.07
C -3.93837 2.87363 -4.38242  -0.15
C -2.56383 2.71478 -4.09316  -0.07
C -2.17650 1.66978 -3.24637  -0.04
C -3.11266 0.77246 -2.64864  -0.26
C -4.43572 0.99959 -3.01141  -0.06
C -4.83726 2.02230 -3.84537  -0.13
N -2.71056 -0.30622 -1.80963  -0.44
C -3.74629 -1.31812 -1.45338  -0.31
C -4.38831 -2.03324 -2.40102  -0.07
C -5.39149 -2.89156 -2.06761  -0.13
C -5.74118 -3.07314 -0.77189  -0.11
C -5.00796 -2.36838 0.20077  -0.07
C -3.98139 -1.51736 -0.13774  -0.04
H -4.05963 3.72594 -4.96889  0.06
H -1.71174 3.39201 -4.35374  0.09
H -1.13928 1.52471 -3.04773  0.03
H -5.22276 0.40859 -2.59330  0.10
H -5.92814 2.04601 -4.13180  0.11
H -4.10285 -1.92997 -3.54179  0.17
H -5.78296 -3.45808 -2.88387  0.09
H -6.55965 -3.69885 -0.46526  0.09
H -5.20748 -2.71798 1.25017  0.11
H -3.34101 -1.02533 0.57829  0.06

Computed properties:
**Orbital gap (alpha / beta)**: 5.309 / 5.310 eV
**Energy above the lowest of the compared OMol25 structures with the same formula, charge and spin**: 273.0 kJ/mol
**HOMO energy (alpha / beta)**: -1.5 / -1.5 eV
**Strongest force on any atom**: 0.0795 hartree/bohr
**LUMO (alpha / beta)**: 3.8 / 3.8 eV
**Total charge**: -2

Below is 8 unconnected molecules or ions with the total composition C51H54F9NO3S in a non-equilibrium geometry, with properties calculated with the ωB97M-V functional and the def2-TZVPD basis.

Each line ends with the Löwdin charge.
Geometry (Å):
C 5.04618 0.81903 3.70197  -0.12
C 6.54396 0.08922 3.61573  -0.16
C 6.39147 -1.26660 2.64791  -0.26
F 5.71620 -0.80094 1.41595  -0.06
N 5.62013 -2.27146 3.47076  -0.20
C 4.79737 -3.22419 2.63605  -0.20
C 3.20466 -2.87832 2.92122  -0.16
C 2.48900 -1.97947 1.75181  -0.20
C 0.99045 -1.42471 2.11807  -0.16
C 0.02923 -2.49468 2.91142  -0.20
O -0.18593 -1.93663 4.27045  -0.27
C -1.62034 -1.82833 4.58016  -0.13
S 6.72490 -3.33792 4.37373  0.91
O 7.54480 -4.27652 3.42216  -0.34
O 5.95035 -4.16660 5.47191  -0.34
F 7.91536 -2.43336 5.26016  -0.24
H 5.19862 1.76531 4.40493  0.09
H 4.33769 0.00140 4.18444  0.08
H 4.63894 1.16123 2.65947  0.07
H 6.81716 -0.18238 4.73077  0.10
H 7.37254 0.80499 3.16991  0.12
H 7.46686 -1.72677 2.46765  0.16
H 4.95849 -4.32734 3.06349  0.13
H 5.08315 -3.27760 1.50340  0.15
H 3.18821 -2.24308 3.93149  0.13
H 2.62366 -3.88193 3.18626  0.12
H 2.54350 -2.60624 0.75318  0.11
H 3.17368 -1.01184 1.61157  0.10
H 0.99249 -0.39198 2.71404  0.13
H 0.44351 -1.19451 1.08235  0.12
H -0.98765 -2.59321 2.29488  0.11
H 0.46114 -3.57951 2.99016  0.12
H -1.98723 -2.85875 5.05119  0.11
H -1.72702 -0.97891 5.39795  0.10
H -2.28454 -1.48672 3.66375  0.10
F 3.77612 -2.61350 -1.00171  0.04
C 3.64687 -1.69887 -1.97196  -0.28
C 3.84832 -0.35504 -1.67670  -0.01
C 3.71889 0.59711 -2.68776  -0.07
C 3.37835 0.19533 -3.98174  -0.11
C 3.17323 -1.15540 -4.26699  -0.09
C 3.31370 -2.10824 -3.25832  -0.01
H 4.10405 -0.06087 -0.66402  0.10
H 3.88196 1.64948 -2.46894  0.11
H 3.27312 0.93876 -4.76902  0.10
H 2.90423 -1.46531 -5.27392  0.11
H 3.16665 -3.16322 -3.46452  0.12
F 1.20495 1.60024 -6.15393  0.06
C -0.03022 1.43124 -5.66361  -0.28
C -1.09412 2.11870 -6.23734  -0.01
C -2.38112 1.93909 -5.73043  -0.08
C -2.58835 1.08143 -4.64726  -0.09
C -1.51325 0.39977 -4.07504  -0.08
C -0.22825 0.57102 -4.58930  -0.01
H -0.91278 2.78706 -7.07272  0.11
H -3.22076 2.46596 -6.17691  0.09
H -3.59167 0.94507 -4.24936  0.10
H -1.67638 -0.26406 -3.22944  0.10
H 0.61743 0.04216 -4.16238  0.10
F 5.12541 3.06654 9.19477  0.06
C 5.46419 1.83185 8.80057  -0.29
C 6.79890 1.44359 8.83852  -0.02
C 7.15145 0.15639 8.43303  -0.08
C 6.16556 -0.72540 7.98331  -0.10
C 4.82924 -0.32459 7.94415  -0.08
C 4.47571 0.95874 8.36023  -0.02
H 7.55191 2.14488 9.18293  0.11
H 8.19119 -0.15948 8.46626  0.11
H 6.44155 -1.72777 7.66292  0.09
H 4.06419 -1.01125 7.58987  0.11
H 3.44070 1.28375 8.34479  0.12
F -3.10218 -2.98568 1.02309  0.05
C -4.33734 -3.15469 1.51342  -0.29
C -5.40124 -2.46723 0.93968  -0.02
C -6.68824 -2.64684 1.44659  -0.08
C -6.89547 -3.50449 2.52976  -0.10
C -5.82038 -4.18616 3.10199  -0.08
C -4.53537 -4.01490 2.58772  -0.01
H -5.21990 -1.79887 0.10430  0.12
H -7.52789 -2.11996 1.00011  0.10
H -7.89879 -3.64085 2.92767  0.10
H -5.98350 -4.84998 3.94758  0.10
H -3.68970 -4.54377 3.01465  0.12
F -4.92635 4.46068 -5.71670  0.06
C -4.26774 5.43993 -6.35067  -0.30
C -4.16108 5.40687 -7.73674  -0.02
C -3.47984 6.42897 -8.39764  -0.09
C -2.90288 7.46807 -7.66336  -0.09
C -3.01105 7.48967 -6.27204  -0.08
C -3.70187 6.47344 -5.61244  -0.02
H -4.60845 4.58739 -8.28970  0.11
H -3.39754 6.41643 -9.48163  0.10
H -2.36779 8.26271 -8.17892  0.10
H -2.55766 8.29726 -5.70237  0.11
H -3.80325 6.47930 -4.53225  0.12
F -5.60930 -3.89586 6.30033  0.06
C -6.84447 -4.06487 6.79065  -0.29
C -7.90837 -3.37741 6.21692  -0.02
C -9.19537 -3.55702 6.72383  -0.08
C -9.40260 -4.41468 7.80700  -0.10
C -8.32750 -5.09634 8.37922  -0.08
C -7.04250 -4.92509 7.86496  -0.02
H -7.72703 -2.70905 5.38154  0.11
H -10.03501 -3.03014 6.27735  0.11
H -10.40592 -4.55103 8.20491  0.10
H -8.49062 -5.76016 9.22482  0.11
H -6.19682 -5.45395 8.29188  0.12
F -0.84160 5.31783 -9.34019  0.06
C -0.77429 5.27343 -10.67739  -0.29
C 0.34199 5.79266 -11.32389  -0.02
C 0.41482 5.74200 -12.71591  -0.08
C -0.63557 5.18190 -13.44718  -0.10
C -1.75405 4.66792 -12.78933  -0.08
C -1.82149 4.70865 -11.39692  -0.03
H 1.14436 6.23138 -10.73978  0.12
H 1.28674 6.13819 -13.23044  0.11
H -0.58034 5.14663 -14.53312  0.10
H -2.57217 4.23620 -13.36082  0.11
H -2.67939 4.30566 -10.86896  0.11

Computed properties:
**Orbital gap**: 8.246 eV
**HOMO energy**: -9.2 eV
**SMILES**: CC[C@H](F)N(CCCCCOC)S(=O)(=O)F.Fc1ccccc1.Fc1ccccc1.Fc1ccccc1.Fc1ccccc1.Fc1ccccc1.Fc1ccccc1.Fc1ccccc1
**Strongest force on any atom**: 0.1424 hartree/bohr
**LUMO**: -0.9 eV
**Total charge**: 0